## i
ORCA calculation (ωB97M-V/def2-TZVPD) on a cluster of 2 separate species, C5H15NOS in total.

Kohn-Sham gap, eV: 9.122

```
! wB97M-V def2-TZVPD RIJCOSX def2/J DEFGRID3
* xyz 0 1
C 1.01509 0.06125 1.98054
N -0.25858 -0.62848 2.13609
C -0.94275 -1.05923 0.96025
C -1.86568 -0.02793 0.21976
C -1.06060 0.95837 -0.71377
C -0.07488 0.26887 -1.54810
S -0.56823 0.05271 -3.33492
H 0.91710 1.05171 1.49116
H 1.40850 0.25261 2.98688
H 1.80921 -0.47656 1.47486
H -0.92070 -0.11945 2.70207
H -0.30693 -1.45231 0.17837
H -1.42691 -2.03518 1.19619
H -2.50936 0.64594 0.81931
H -2.64294 -0.60927 -0.29095
H -1.80967 1.60401 -1.20963
H -0.68750 1.72203 -0.03421
H 0.18036 -0.71881 -1.21970
H 0.89327 0.76592 -1.55306
H -0.75642 -1.24412 -3.33534
O 3.12016 0.10104 -0.68929
H 3.98869 0.22609 -1.07809
H 2.49876 0.66080 -1.13843
*
```

Mulliken atomic charge list, values in e, 2 entries: atom 1 (C): -0.677, atom 2 (N): -0.288


## ii
ORCA calculation (ωB97M-V/def2-TZVPD) on a cluster of 2 separate species, C5H15NOS in total.

Kohn-Sham gap, eV: 9.567

```
! wB97M-V def2-TZVPD RIJCOSX def2/J DEFGRID3
* xyz 0 1
C 1.49789 1.91144 -0.54126
N 0.33284 1.05060 -0.51413
C -0.32778 1.00766 -1.79713
C -0.60296 1.51966 0.50209
C -1.57696 0.41990 1.00207
C -0.91250 -0.94045 1.03140
S 0.52260 -1.07517 2.11071
H 2.20565 1.67388 -1.32686
H 2.01076 1.86611 0.41534
H 1.24382 2.97432 -0.64754
H -1.11534 0.25245 -1.74006
H 0.35557 0.67053 -2.56816
H -0.82047 1.96269 -2.04610
H -1.20021 2.36701 0.12864
H -0.04575 1.91375 1.33339
H -2.41366 0.39203 0.31272
H -1.85770 0.73904 2.00756
H -0.62052 -1.21482 0.01580
H -1.57018 -1.75050 1.30935
H 1.39229 -0.47765 1.28556
O 1.01563 -5.38230 -0.30115
H 1.36779 -4.54729 -0.62680
H 1.11919 -5.33289 0.65454
*
```

Mulliken atomic charge list, values in e, 2 entries: atom 1 (C): -1.116, atom 2 (N): 0.085


Relative calculated energies, zero for the most stable structure, unit hartree: i 0.0312; ii 0.0000.